ORCA calculation (ωB97M-V/def2-TZVPD) on 8 unconnected molecules or ions with the total composition C38H77BF2N12O4S2 at a distorted geometry.

Results
Spin multiplicity = 2
⟨S²⟩ = 0.7687
E_LUMO (spin up / spin down) = -11.91 / -15.51 eV
Kohn-Sham gap (spin up / spin down) = 7.11 / 3.47 eV
Max |F| = 7.15 eV/Å
Total charge = +5
E = -3471.035401 Ha
E_HOMO (spin up / spin down) = -19.02 / -18.98 eV

Last columns: bonded neighbours and bond lengths (Å).
Atoms and positions in Å:
1 B 5.821 -14.398 3.247  H2 1.079, H3 1.079, H4 1.079, H5 1.079
2 H 5.728 -14.713 2.219  B1 1.079
3 H 5.011 -13.687 3.301  B1 1.079
4 H 5.684 -15.215 3.938  B1 1.079
5 H 6.771 -13.895 3.332  B1 1.079
6 C 9.062 -20.599 -0.719  C7 1.578, H14 1.090, H15 1.090, H16 1.090
7 C 8.212 -19.514 -1.486  C6 1.578, N8 1.519, H17 1.090, H18 1.090
8 N 7.952 -18.321 -0.582  C7 1.519, C9 1.362, C12 1.397
9 C 6.774 -18.041 0.042  N8 1.362, C10 1.409, H19 1.080
10 C 6.934 -16.955 0.926  C9 1.409, N11 1.402, H20 1.080
11 N 8.229 -16.467 0.700  C10 1.402, C12 1.423, C13 1.455
12 C 8.869 -17.324 -0.239  N8 1.397, N11 1.423, H21 1.080
13 C 8.887 -15.383 1.414  N11 1.455, H22 1.090, H23 1.090, H24 1.090
14 H 8.661 -20.913 0.244  C6 1.090
15 H 10.011 -20.100 -0.524  C6 1.090
16 H 9.176 -21.458 -1.381  C6 1.090
17 H 7.252 -19.828 -1.896  C7 1.090
18 H 8.826 -19.153 -2.311  C7 1.090
19 H 5.898 -18.662 -0.072  C9 1.080
20 H 6.277 -16.529 1.670  C10 1.080
21 H 9.922 -17.364 -0.479  C12 1.080
22 H 9.039 -14.515 0.772  C13 1.090
23 H 9.805 -15.869 1.744  C13 1.090
24 H 8.351 -15.082 2.314  C13 1.090
25 C 4.104 -11.431 2.149  C26 1.517, H33 1.090, H34 1.090, H35 1.090
26 C 4.226 -10.019 2.690  C25 1.517, N27 1.434, H36 1.090, H37 1.090
27 N 5.140 -9.984 3.794  C26 1.434, C28 1.427, C31 1.400
28 C 5.760 -8.781 4.245  N27 1.427, C29 1.372, H38 1.080
29 C 6.350 -8.991 5.465  C28 1.372, N30 1.384, H39 1.080
30 N 6.164 -10.328 5.776  C29 1.384, C31 1.376, C32 1.443
31 C 5.428 -10.933 4.783  N27 1.400, N30 1.376, H40 1.080
32 C 6.867 -10.922 6.887  N30 1.443, H41 1.090, H42 1.090, H43 1.090
33 H 5.021 -11.970 1.911  C25 1.090
34 H 3.561 -11.388 1.205  C25 1.090
35 H 3.482 -12.055 2.791  C25 1.090
36 H 3.240 -9.756 3.075  C26 1.090
37 H 4.513 -9.342 1.886  C26 1.090
38 H 5.637 -7.833 3.741  C28 1.080
39 H 6.789 -8.334 6.201  C29 1.080
40 H 5.074 -11.951 4.716  C31 1.080
41 H 7.936 -10.884 6.677  C32 1.090
42 H 6.588 -11.975 6.844  C32 1.090
43 H 6.767 -10.438 7.858  C32 1.090
44 C -0.440 -20.402 3.445  C45 1.577, H52 1.090, H53 1.090, H54 1.090
45 C -1.182 -19.266 2.641  C44 1.577, N46 1.459, H55 1.090, H56 1.090
46 N -0.298 -18.145 2.343  C45 1.459, C47 1.404, C50 1.383
47 C -0.074 -17.709 1.027  N46 1.404, C48 1.392, H57 1.080
48 C 0.808 -16.635 1.103  C47 1.392, N49 1.396, H58 1.080
49 N 1.093 -16.376 2.445  C48 1.396, C50 1.347, C51 1.488
50 C 0.463 -17.329 3.159  N46 1.383, N49 1.347, H59 1.080
51 C 2.020 -15.339 2.971  N49 1.488, H60 1.090, H61 1.090, H62 1.090
52 H 0.570 -20.630 3.106  C44 1.090
53 H -1.049 -21.306 3.452  C44 1.090
54 H -0.447 -19.993 4.455  C44 1.090
55 H -2.084 -18.887 3.121  C45 1.090
56 H -1.437 -19.737 1.691  C45 1.090
57 H -0.434 -18.264 0.173  C47 1.080
58 H 1.340 -16.052 0.366  C48 1.080
59 H 0.382 -17.456 4.229  C50 1.080
60 H 2.941 -15.619 3.482  C51 1.090
61 H 1.548 -14.603 3.622  C51 1.090
62 H 2.321 -14.710 2.133  C51 1.090
63 C 9.090 -11.586 3.032  C64 1.560, H71 1.090, H72 1.090, H73 1.090
64 C 8.928 -10.747 1.727  C63 1.560, N65 1.486, H74 1.090, H75 1.090
65 N 8.321 -11.552 0.635  C64 1.486, C66 1.414, C69 1.387
66 C 8.582 -11.441 -0.751  N65 1.414, C67 1.345, H76 1.080
67 C 7.836 -12.321 -1.440  C66 1.345, N68 1.368, H77 1.080
68 N 7.011 -12.972 -0.565  C67 1.368, C69 1.362, C70 1.415
69 C 7.300 -12.490 0.676  N65 1.387, N68 1.362, H78 1.080
70 C 6.045 -13.951 -0.901  N68 1.415, H79 1.090, H80 1.090, H81 1.090
71 H 9.506 -10.933 3.800  C63 1.090
72 H 9.740 -12.450 2.896  C63 1.090
73 H 8.133 -11.924 3.430  C63 1.090
74 H 9.902 -10.379 1.403  C64 1.090
75 H 8.374 -9.836 1.950  C64 1.090
76 H 9.365 -10.780 -1.093  C66 1.080
77 H 7.783 -12.674 -2.460  C67 1.080
78 H 6.850 -12.931 1.553  C69 1.080
79 H 6.462 -14.917 -0.618  C70 1.090
80 H 5.865 -13.988 -1.975  C70 1.090
81 H 5.138 -13.756 -0.329  C70 1.090
82 C 14.295 -13.019 5.984  C83 1.455, H90 1.090, H91 1.090, H92 1.090
83 C 13.106 -12.934 5.149  C82 1.455, N84 1.482, H93 1.090, H94 1.090
84 N 11.860 -13.235 5.892  C83 1.482, C85 1.351, C88 1.395
85 C 11.437 -12.683 7.051  N84 1.351, C86 1.391, H95 1.080
86 C 10.119 -13.038 7.317  C85 1.391, N87 1.414, H96 1.080
87 N 9.768 -13.865 6.225  C86 1.414, C88 1.398, C89 1.448
88 C 10.823 -13.968 5.314  N84 1.395, N87 1.398, H97 1.080
89 C 8.451 -14.434 6.029  N87 1.448, H98 1.090, H99 1.090, H100 1.090
90 H 15.153 -12.565 5.487  C82 1.090
91 H 14.456 -14.062 6.258  C82 1.090
92 H 14.225 -12.539 6.960  C82 1.090
93 H 13.050 -13.416 4.173  C83 1.090
94 H 13.000 -11.864 4.971  C83 1.090
95 H 12.076 -11.938 7.500  C85 1.080
96 H 9.409 -12.733 8.071  C86 1.080
97 H 10.750 -14.507 4.381  C88 1.080
98 H 8.535 -15.246 5.306  C89 1.090
99 H 7.755 -13.700 5.622  C89 1.090
100 H 8.132 -14.940 6.940  C89 1.090
101 C 3.580 -14.498 6.174  C102 1.504, H110 1.090, H111 1.090, H112 1.090
102 C 2.821 -14.109 7.412  C101 1.504, C103 1.538, H113 1.090, H114 1.090
103 C 3.685 -13.336 8.423  C102 1.538, N104 1.535, H115 1.090, H116 1.090
104 N 2.943 -13.188 9.759  C103 1.535, C105 1.499, C106 1.549, C109 1.587
105 C 1.642 -12.457 9.625  N104 1.499, H117 1.090, H118 1.090, H119 1.090
106 C 3.839 -12.274 10.633  N104 1.549, C107 1.507, H120 1.090, H121 1.090
107 C 3.431 -12.403 12.078  C106 1.507, C108 1.583, H122 1.090, H123 1.090
108 C 2.826 -13.864 12.153  C107 1.583, C109 1.571, H124 1.090, H125 1.090
109 C 2.926 -14.463 10.705  N104 1.587, C108 1.571, H126 1.090, H127 1.090
110 H 3.020 -15.303 5.699  C101 1.090
111 H 4.546 -14.897 6.484  C101 1.090
112 H 3.889 -13.690 5.510  C101 1.090
113 H 2.327 -14.873 8.012  C102 1.090
114 H 2.085 -13.388 7.056  C102 1.090
115 H 3.963 -12.364 8.016  C103 1.090
116 H 4.527 -13.963 8.715  C103 1.090
117 H 1.325 -11.963 10.543  C105 1.090
118 H 0.897 -13.188 9.311  C105 1.090
119 H 1.750 -11.736 8.815  C105 1.090
120 H 3.911 -11.232 10.323  C106 1.090
121 H 4.858 -12.616 10.453  C106 1.090
122 H 2.709 -11.626 12.332  C107 1.090
123 H 4.355 -12.391 12.657  C107 1.090
124 H 1.770 -13.884 12.421  C108 1.090
125 H 3.407 -14.545 12.774  C108 1.090
126 H 2.197 -15.191 10.348  C109 1.090
127 H 3.883 -14.944 10.500  C109 1.090
128 N 7.154 -19.799 4.522  S129 1.539, S133 1.652
129 S 8.327 -19.092 3.819  N128 1.539, O130 1.478, O131 1.453, F132 1.629, S133 2.388
130 O 8.577 -17.682 4.187  S129 1.478
131 O 8.651 -19.536 2.474  S129 1.453
132 F 9.460 -19.833 4.724  S129 1.629
133 S 5.966 -19.268 3.503  N128 1.652, S129 2.388, O134 1.438, O135 1.425, F136 1.634
134 O 5.878 -19.942 2.236  S133 1.438
135 O 5.674 -17.874 3.517  S133 1.425
136 F 4.665 -19.861 4.292  S133 1.634